Entry 1:
67
Properties=species:S:1:pos:R:3:forces:R:3:lowdin_spin:R:1 method="wB97M-V/def2-TZVPD" mol_weight_g_mol=1016.42 charge=-1 multiplicity=3
W -0.00534 0.20510 0.46846 0.008 -0.246 0.492 1.55
S -3.13433 -1.15683 1.87204 -0.066 -0.143 0.008 0.00
S 3.13917 2.42535 -1.96876 0.005 -0.027 0.031 0.02
S -2.39881 -2.56306 -0.41250 0.021 0.007 0.024 0.00
F -0.95660 -4.26951 0.96641 0.004 0.018 -0.005 0.00
F -2.14496 -1.05802 4.27323 0.009 -0.038 -0.045 0.00
F -0.94278 -2.19650 2.87278 -0.125 0.013 0.001 0.00
F -1.01396 -4.63085 -1.16777 0.043 0.034 -0.024 0.00
F -2.78637 -3.03558 3.65365 0.055 0.053 -0.005 0.00
F -2.72764 -5.12052 0.05761 -0.033 0.015 0.008 0.00
O -2.28315 -0.08096 1.38836 0.234 -0.018 0.000 0.02
O -3.14667 -2.67574 -1.62323 -0.003 0.009 -0.048 0.00
O 0.40914 0.59089 2.36669 0.000 0.031 -0.280 0.04
O 0.10811 1.25940 4.45533 0.017 -0.001 0.016 0.02
O -0.83220 2.02850 0.56919 -0.157 0.209 -0.109 0.03
O 3.60026 -6.80832 -1.26626 0.005 0.007 0.021 0.00
O 1.09365 -1.42700 0.69610 -0.279 -0.020 0.080 0.07
O -1.20624 -1.72894 -0.45324 0.098 0.059 -0.168 0.02
O 2.36741 -3.01332 1.59871 -0.121 -0.142 0.086 0.03
O -1.49661 3.80010 -1.20987 0.033 0.015 -0.007 0.00
O -1.93988 5.79797 -0.56717 0.010 0.002 0.009 0.00
O -4.39035 -0.80056 2.43618 -0.042 0.040 -0.003 0.00
O -1.20807 7.31622 3.79706 0.003 0.014 -0.003 0.00
O 3.37803 -6.67338 -3.39949 0.013 0.012 -0.014 0.00
O -0.53510 5.98119 5.34444 0.012 0.003 0.013 0.00
N -3.31118 -2.32622 0.83156 0.058 0.051 0.105 0.00
N 3.27627 -6.21822 -2.27534 -0.053 0.030 0.002 0.00
N -0.45444 0.70513 -1.63534 0.051 0.058 -0.052 0.02
N -0.86476 6.21877 4.19855 -0.024 -0.028 -0.012 0.00
N -1.56884 4.65539 -0.35051 -0.038 -0.033 0.036 0.00
C 1.87376 -2.88304 -3.14678 0.009 -0.029 -0.009 0.00
C 1.68548 -2.33975 -1.88306 -0.046 -0.001 -0.016 0.00
C -0.46028 3.84928 3.66152 -0.032 -0.017 -0.085 0.00
C -0.84829 5.11375 3.24132 0.003 0.063 0.042 0.01
C 2.38789 -4.16086 -3.28494 -0.024 0.060 0.062 0.00
C -0.96109 1.79697 -4.12367 -0.009 0.012 -0.032 0.01
C 2.01481 -3.06142 -0.74323 -0.108 -0.112 0.051 0.00
C 3.84905 2.09183 -0.44231 0.012 -0.010 0.044 -0.01
C 0.03200 1.47177 3.26868 -0.021 0.054 0.037 0.01
C -1.65178 0.54865 -2.22107 0.046 0.043 -0.021 0.02
C -0.43329 2.80869 2.76046 0.041 -0.028 -0.005 0.01
C 2.55213 -4.33716 -0.86587 -0.065 0.103 -0.041 0.00
C -1.94314 1.06844 -3.45994 -0.002 -0.011 0.015 0.01
C 2.71788 -4.85691 -2.13331 0.081 -0.143 -0.034 0.00
C 1.81883 -2.50378 0.64958 0.371 0.331 -0.193 0.01
C 1.69122 1.62628 -1.48215 0.022 -0.003 -0.026 0.04
C 3.01724 1.40603 0.38992 -0.006 0.010 -0.052 0.01
C 0.49263 1.44920 -2.26024 -0.053 0.011 -0.001 0.02
C -1.18974 4.32131 1.02967 -0.093 0.094 -0.123 0.01
C -1.21276 5.36252 1.93581 0.039 -0.092 0.043 0.00
C -1.73246 -4.25535 -0.11090 0.010 -0.010 0.016 0.00
C -0.81614 3.00365 1.40684 0.072 -0.098 0.069 0.01
C 0.26166 1.99192 -3.52324 -0.031 -0.040 0.038 0.00
C -2.18274 -1.91236 3.25941 0.064 -0.035 0.027 0.00
C 1.74810 1.12921 -0.20292 -0.051 -0.107 0.018 0.00
H 1.03464 2.58001 -3.99813 0.009 0.002 0.004 0.00
H -1.16020 2.22402 -5.09802 -0.010 -0.005 0.000 0.00
H -2.38759 -0.01400 -1.66933 -0.004 -0.007 0.013 0.00
H 1.27688 -1.34344 -1.78536 0.007 -0.009 0.023 0.00
H 1.60899 -2.31161 -4.02651 0.003 0.009 0.002 0.00
H -1.50841 6.34964 1.62039 0.001 0.008 -0.009 0.00
H -2.92198 0.90688 -3.88613 0.005 0.008 -0.013 0.00
H 2.53436 -4.61764 -4.25144 0.011 -0.016 0.001 0.00
H 3.29216 1.10463 1.39074 -0.008 -0.003 0.007 0.00
H 4.85481 2.42473 -0.23865 0.002 0.001 -0.012 0.00
H -0.17998 3.66207 4.68760 0.003 0.003 0.008 0.00
H 2.82158 -4.89462 0.01838 0.011 -0.020 -0.005 0.00

=====

Entry 2:
8
Properties=species:S:1:pos:R:3:forces:R:3:nbo_charge:R:1 method="wB97M-V/def2-TZVPD" mol_weight_g_mol=76.12
S -0.98052 0.78360 -0.16209 1.846 -0.880 0.331 0.47
N -2.05564 -0.51318 0.08030 0.551 1.497 -0.043 -0.93
N 0.60172 -0.19001 -0.01137 -0.461 0.969 0.032 -0.53
C 1.69661 0.47361 -0.01650 -1.290 -2.507 0.536 -0.09
H -1.63121 -1.03906 0.81329 -0.088 -0.656 0.775 0.38
H 2.67276 0.02435 0.21370 -0.549 -0.243 -0.305 0.18
H -1.95815 -1.02217 -0.75934 -0.353 -1.118 -0.934 0.36
H 1.65444 1.48285 -0.15799 0.343 2.938 -0.390 0.15

=====

Entry 3:
41
Properties=species:S:1:pos:R:3:forces:R:3:nbo_charge:R:1 method="wB97M-V/def2-TZVPD" mol_weight_g_mol=289.38
N 3.26232 0.60499 4.11575 -0.316 -0.435 -0.529 -0.32
N -1.80278 -1.64007 -0.50797 -0.586 0.280 -0.423 -0.64
N 0.81799 2.47499 -0.14475 -1.020 -0.907 -0.352 -0.45
C 0.06245 4.23094 1.30580 -0.732 -0.598 0.507 -0.26
C -1.25360 3.72113 1.27798 0.844 -0.453 -1.091 -0.17
C -0.99610 -0.52954 0.05800 -0.577 -0.800 -0.006 -0.04
C 1.05211 3.56010 0.59782 -0.338 0.157 0.089 0.04
C 2.71567 -0.03043 3.32008 0.413 0.837 0.794 0.30
C -0.55213 0.52811 -3.15048 -0.765 -0.245 -0.262 -0.41
C -0.44874 1.95922 -0.25068 0.314 1.679 1.805 0.24
C -1.70597 0.74916 -2.15738 -0.832 -0.578 0.120 -0.40
C -1.52185 2.61333 0.44615 1.413 -0.043 -0.052 -0.26
C -1.11642 -2.69314 -1.28116 0.377 0.302 -0.066 -0.22
C -0.13251 -3.39816 -0.35214 0.911 -0.025 -0.358 -0.45
C 0.90580 -0.32723 1.70785 -0.215 -0.446 -1.218 -0.08
C 1.82864 -2.91960 1.17910 -0.933 0.683 0.418 -0.20
C 0.44710 0.30259 -2.00772 0.052 0.814 0.050 -0.41
C 0.23731 -1.11642 0.74333 0.205 0.277 0.741 -0.06
C 2.48571 -2.12355 2.10054 0.280 0.148 -0.112 -0.16
C -0.70107 0.63070 -0.95160 1.203 -0.173 -0.978 -0.09
C 2.02304 -0.81000 2.34675 0.287 -0.988 0.134 -0.21
C 0.63923 -2.44507 0.53753 1.027 0.204 0.056 0.02
H -1.66917 -0.09591 0.82007 0.377 -0.158 -0.101 0.21
H -2.02983 4.18689 1.87168 -0.058 -0.054 -0.098 0.22
H 1.32353 0.97896 -1.98904 -0.632 -0.289 0.159 0.24
H -2.19642 1.71990 -2.31572 0.060 -0.243 0.483 0.21
H 2.08612 3.93067 0.70021 -0.465 -0.438 -0.377 0.20
H 0.82972 -0.70826 -2.00216 0.020 -0.272 0.330 0.20
H 3.38017 -2.48531 2.63853 -0.628 0.222 -0.403 0.23
H 0.33378 5.05024 1.97276 -0.142 -0.131 -0.309 0.22
H -0.61430 -2.26267 -2.19944 -0.532 -0.319 1.123 0.20
H -1.83645 -3.45071 -1.65249 0.130 0.667 0.196 0.21
H 2.18350 -3.93802 1.04871 -0.194 0.096 -0.251 0.22
H -0.74503 -0.34910 -3.77138 0.289 0.105 -0.169 0.20
H 0.60688 -4.02214 -0.90011 -0.538 0.199 0.249 0.22
H 0.56121 0.68058 1.86334 0.011 0.179 0.235 0.22
H -2.51113 2.19280 0.35647 -0.218 0.039 0.096 0.22
H -0.42710 1.40089 -3.78836 0.427 -0.090 -0.030 0.21
H -2.48152 -0.07153 -2.15969 0.858 0.964 0.086 0.24
H -0.69509 -4.04837 0.31863 -0.061 -0.238 -0.037 0.21
H -2.34510 -2.05095 0.25514 0.286 0.071 -0.449 0.36

=====

Summary of relative energy (zero: lowest compared OMol25 entry of this formula, charge and spin) in eV
0.000; 2.009; 1.609
(order as listed above)
Summary of strongest force on any atom in eV Å⁻¹
0.55; 2.98; 2.49
(order as listed above)